{"formula": "C2H2N3S2", "method": "ωB97M-V/def2-TZVPD", "species": ["C", "C", "N", "N", "N", "S", "S", "H", "H"], "coordinates": [[0.299, 1.195, -0.277], [-0.703, 0.500, -0.911], [0.150, 0.992, 1.045], [-0.868, 0.222, 1.276], [-1.399, -0.091, 0.094], [-2.775, -1.023, -0.121], [2.658, -2.163, -0.255], [1.079, 1.807, -0.679], [1.557, -1.439, -0.173]], "homo_ev": [-3.379, -3.322], "total_charge": -1, "energy_ha": -1037.92151, "gap_ha": [0.1377, 0.2066]}

{"formula": "C2H2N4", "method": "ωB97M-V/def2-TZVPD", "species": ["C", "N", "N", "N", "C", "N", "H", "H"], "coordinates": [[-1.674, -0.212, -0.102], [-1.051, 0.821, -0.170], [-0.175, 1.696, -0.104], [1.099, 1.062, -0.433], [1.168, -0.076, 0.035], [1.095, -1.229, 0.443], [-2.167, -0.726, -0.916], [1.705, -1.336, 1.247]], "homo_ev": -9.028, "total_charge": 0, "energy_ha": -296.25471, "gap_ha": 0.3517}

{"formula": "C2H2N4O", "method": "ωB97M-V/def2-TZVPD", "species": ["O", "C", "C", "N", "N", "N", "N", "H", "H"], "coordinates": [[0.182, -1.086, -1.737], [-0.586, -1.010, -0.644], [-0.261, 0.069, 0.127], [0.847, 0.897, -0.141], [1.172, 1.516, 0.956], [0.116, 1.163, 1.936], [-0.692, 0.265, 1.598], [0.784, -0.139, -1.512], [-1.562, -1.675, -0.582]], "homo_ev": -10.433, "total_charge": 0, "energy_ha": -371.52885, "gap_ha": 0.3226}

{"formula": "C2H2N4O", "method": "ωB97M-V/def2-TZVPD", "species": ["N", "C", "N", "O", "N", "C", "N", "H", "H"], "coordinates": [[-3.566, -1.917, -0.169], [-3.093, -0.892, 0.034], [-2.421, 0.200, 0.267], [-2.921, 1.564, 0.086], [-1.574, 1.955, -0.210], [-1.109, 0.732, -0.162], [0.071, 0.123, -0.104], [0.923, 0.532, 0.304], [0.039, -0.766, -0.584]], "homo_ev": -10.101, "total_charge": 0, "energy_ha": -371.50101, "gap_ha": 0.3838}

{"formula": "C2H2N4O", "method": "ωB97M-V/def2-TZVPD", "species": ["O", "N", "N", "C", "C", "N", "N", "H", "H"], "coordinates": [[0.355, -3.947, 0.644], [0.234, -2.792, 0.277], [0.826, -1.722, 0.583], [0.502, -0.457, 0.261], [-0.876, -0.311, -0.158], [-1.131, -1.372, -0.936], [-0.645, -2.513, -1.061], [1.318, 0.221, 0.497], [-1.516, 0.528, -0.019]], "homo_ev": -9.283, "total_charge": 0, "energy_ha": -371.47057, "gap_ha": 0.3087}

{"formula": "C2H2N4O2", "method": "ωB97M-V/def2-TZVPD", "species": ["N", "C", "N", "O", "N", "N", "C", "O", "H", "H"], "coordinates": [[-1.401, -0.876, 0.081], [-0.227, -0.388, -0.074], [0.909, -1.059, -0.127], [2.113, -0.584, -0.099], [2.304, 0.756, 0.120], [1.251, 1.454, 0.035], [-0.128, 1.029, -0.142], [-0.956, 1.895, -0.092], [-2.229, -0.309, 0.218], [-1.635, -1.916, 0.080]], "homo_ev": -9.693, "total_charge": 0, "energy_ha": -446.76313, "gap_ha": 0.3337}

Relative energy (zero: lowest compared OMol25 entry of this formula, charge and spin) in kJ/mol, matching the order above: 451.4, 446.8, 240.3, 313.4, 393.3, 550.3